{
  "formula": "H4INP2",
  "method": "the ωB97M-V functional and the def2-TZVPD basis",
  "max_force_ev_per_a": 2.28,
  "de_lowest_kcal_mol": 10.0,
  "energy_ev": -28231.45129,
  "e_lumo_ev": -1.65,
  "smiles": "N=[P@@H](P)I",
  "elements": ["N", "P", "P", "I", "H", "H", "H", "H"],
  "positions_angstrom": [[1.205395, -1.340617, -0.930669], [0.319808, -0.100829, -0.597371], [-1.064838, -0.345397, 1.037741], [0.627946, 2.709790, -0.619596], [1.852397, -1.679446, -0.186965], [-0.712252, 0.071245, -1.516087], [-0.125542, 0.125259, 1.926412], [-2.102914, 0.559994, 0.886536]],
  "forces_ev_per_angstrom": [[0.92, 0.50, 0.78], [-1.42, 1.18, -0.43], [0.32, -2.23, 0.35], [0.19, -1.68, 0.03], [-0.70, 0.42, -0.77], [0.50, -0.15, -0.80], [-0.11, 0.81, 0.91], [0.31, 1.13, -0.07]],
  "mulliken_charge": [-0.538, 0.145, -0.049, -0.173, 0.267, 0.154, 0.091, 0.103]
}

---

{
  "formula": "C31H28BaN6OS",
  "method": "the ωB97M-V functional and the def2-TZVPD basis",
  "max_force_ev_per_a": 0.53,
  "de_lowest_kcal_mol": 0.0,
  "energy_ev": -55121.40567,
  "e_lumo_ev": 0.01,
  "elements": ["Ba", "O", "C", "N", "C", "C", "C", "C", "C", "C", "N", "C", "C", "C", "C", "C", "N", "H", "H", "H", "H", "H", "H", "H", "H", "H", "H", "C", "C", "C", "C", "C", "C", "C", "C", "C", "C", "C", "C", "C", "C", "C", "N", "H", "H", "H", "H", "H", "H", "H", "H", "H", "H", "S", "C", "N", "C", "C", "C", "N", "H", "H", "H", "H", "H", "H", "H", "H"],
  "positions_angstrom": [[-0.019629, 0.192762, -1.144187], [-0.488764, -3.423501, -3.351108], [-0.788793, -2.222133, -3.258336], [-0.014788, -1.163908, -3.458332], [1.371088, -1.514398, -3.706606], [2.210043, -0.273752, -3.915264], [2.826483, -0.050866, -5.143970], [3.603875, 1.079626, -5.317092], [3.737216, 1.972144, -4.263324], [3.076379, 1.690423, -3.082527], [2.336600, 0.593375, -2.900617], [-2.233620, -1.922568, -2.904043], [-3.235914, -2.585785, -3.614056], [-4.554280, -2.351491, -3.291470], [-4.850504, -1.487683, -2.240563], [-3.803151, -0.899787, -1.565705], [-2.520147, -1.103009, -1.887682], [1.478330, -2.149937, -4.592308], [1.801679, -2.101571, -2.879701], [2.686582, -0.761723, -5.946406], [4.094674, 1.268637, -6.263466], [4.327573, 2.873139, -4.354965], [3.119147, 2.376269, -2.241589], [-2.950154, -3.276072, -4.394646], [-5.349519, -2.840259, -3.840078], [-5.870502, -1.282351, -1.946733], [-3.983222, -0.242733, -0.721312], [1.484758, -3.390062, 2.159386], [0.534089, -3.334672, 3.169594], [-0.354210, -2.273747, 3.196818], [-0.285692, -1.253329, 2.235466], [0.646971, -1.284322, 1.173164], [1.506464, -2.395929, 1.188635], [-1.233054, -0.106227, 2.365180], [-1.934503, 0.121089, 3.591800], [-2.838864, 1.125697, 3.693199], [-3.072886, 1.977712, 2.587904], [-4.019887, 3.025260, 2.613264], [-4.196912, 3.825713, 1.521235], [-3.406221, 3.616010, 0.371957], [-2.474165, 2.617665, 0.334999], [-2.297782, 1.742648, 1.435199], [-1.413421, 0.704380, 1.336673], [2.183042, -4.218989, 2.115395], [0.469421, -4.118197, 3.913989], [-1.117040, -2.279148, 3.965655], [2.239073, -2.510860, 0.388835], [-1.741108, -0.503628, 4.449693], [-3.382100, 1.290217, 4.616953], [-4.603639, 3.178015, 3.513428], [-4.927265, 4.623444, 1.535154], [-3.525905, 4.267286, -0.484209], [-1.861404, 2.516846, -0.552612], [1.308967, 2.814113, 0.352721], [2.125109, 1.748411, 1.402421], [3.243346, 1.117400, 1.022800], [3.951986, 0.130133, 1.828892], [3.761703, 0.456762, 3.299738], [2.278079, 0.604684, 3.588913], [1.706688, 1.570669, 2.658536], [3.499371, 1.244425, 0.058206], [5.005768, 0.167453, 1.553920], [3.565669, -0.868600, 1.613478], [4.284440, 1.383071, 3.547535], [4.178948, -0.343382, 3.910350], [2.113286, 0.975651, 4.600316], [1.770919, -0.357302, 3.481891], [0.821276, 2.000792, 2.869618]],
  "forces_ev_per_angstrom": [[0.08, 0.15, 0.48], [0.03, 0.07, 0.00], [0.08, -0.28, -0.29], [-0.11, 0.23, 0.46], [0.18, 0.01, -0.21], [-0.03, -0.17, -0.15], [0.06, 0.09, 0.10], [0.01, 0.03, 0.00], [0.02, 0.01, -0.05], [-0.06, -0.03, 0.06], [-0.19, -0.12, 0.00], [-0.36, -0.14, 0.00], [0.11, 0.02, 0.03], [-0.08, 0.04, 0.06], [-0.04, -0.06, -0.06], [0.12, -0.03, 0.07], [0.36, 0.22, -0.23], [-0.05, -0.07, 0.05], [0.01, 0.00, 0.00], [0.00, -0.01, 0.01], [0.00, 0.00, 0.00], [0.00, 0.00, 0.00], [0.00, 0.00, 0.00], [0.02, 0.01, 0.00], [0.00, 0.00, 0.00], [0.00, -0.01, 0.00], [0.00, 0.02, -0.01], [-0.01, -0.01, 0.03], [0.02, 0.01, -0.03], [0.01, -0.01, 0.02], [0.00, -0.05, 0.03], [-0.13, 0.03, -0.16], [-0.01, 0.05, -0.06], [-0.07, 0.02, -0.07], [0.06, 0.01, 0.03], [-0.03, 0.04, 0.00], [0.03, -0.05, 0.08], [-0.01, 0.03, -0.01], [0.03, -0.03, -0.01], [0.02, 0.06, 0.04], [-0.06, -0.01, -0.10], [-0.04, 0.00, -0.06], [-0.08, -0.03, 0.03], [0.00, 0.00, 0.00], [0.00, 0.00, 0.00], [0.00, 0.01, -0.01], [0.00, 0.00, -0.01], [0.02, -0.01, -0.02], [0.00, 0.00, 0.00], [0.00, -0.01, 0.00], [0.00, 0.00, 0.00], [0.00, -0.01, 0.00], [0.03, -0.10, 0.05], [0.07, 0.03, -0.12], [0.09, -0.05, 0.15], [-0.03, 0.00, -0.11], [-0.02, 0.01, 0.00], [0.01, 0.00, 0.01], [0.03, 0.02, 0.00], [-0.09, 0.05, -0.03], [0.00, 0.01, 0.01], [0.00, -0.01, 0.00], [0.01, 0.02, 0.01], [0.00, 0.00, -0.01], [-0.01, 0.00, 0.00], [0.00, 0.00, 0.00], [0.01, -0.01, 0.01], [0.00, 0.00, 0.01]],
  "mulliken_charge": [1.273, -0.708, 0.358, -0.745, -0.785, 0.682, -0.702, -0.328, -0.874, -0.165, 0.185, 0.519, -0.702, -0.258, -0.830, -0.257, 0.137, 0.338, 0.168, 0.374, 0.406, 0.401, 0.356, 0.454, 0.412, 0.402, 0.469, -0.631, -0.831, -0.727, 1.028, 0.353, -0.983, -0.323, -0.807, -1.317, 1.198, -0.760, -0.612, -0.709, -0.154, -0.235, 0.968, 0.412, 0.405, 0.323, 0.458, 0.390, 0.385, 0.403, 0.387, 0.423, 0.108, -0.306, 0.181, -0.047, -0.440, -0.854, -0.176, -0.066, 0.175, 0.461, 0.060, 0.316, 0.428, 0.447, -0.106, 0.196]
}

---

{
  "formula": "H27O14",
  "method": "the ωB97M-V functional and the def2-TZVPD basis",
  "max_force_ev_per_a": 3.54,
  "charge": -1,
  "de_lowest_kcal_mol": 71.9,
  "energy_ev": -29104.54941,
  "e_lumo_ev": 2.45,
  "elements": ["O", "H", "O", "H", "H", "O", "H", "H", "O", "H", "H", "O", "H", "H", "O", "H", "H", "O", "H", "H", "O", "H", "H", "O", "H", "H", "O", "H", "H", "O", "H", "H", "O", "H", "H", "O", "H", "H", "O", "H", "H"],
  "positions_angstrom": [[-2.569365, -2.067616, 0.809872], [-3.095981, -2.116843, -0.019282], [-1.378286, 3.809251, -2.578701], [0.582333, -1.611644, 1.888430], [2.059866, -0.207895, 4.299821], [-3.468303, 0.308107, 3.320244], [2.060780, -0.924640, 3.026984], [0.983872, -3.746789, -2.455654], [1.279623, -4.305492, -1.736310], [-1.054967, -0.832709, -2.626196], [1.706482, -3.733306, -1.084586], [1.892883, 0.188366, -1.318880], [3.247465, -1.891490, -0.826749], [-1.418794, 2.896349, -2.143228], [-0.470704, 1.516320, -1.694714], [1.046690, -0.258522, -1.346165], [0.357266, 1.887594, -1.940523], [1.175355, -1.059661, 1.416176], [1.238164, 3.154198, -3.559953], [0.797677, -0.252124, 0.947447], [2.679773, -0.713647, 3.739656], [-2.748034, 0.765566, 3.745049], [1.910964, 1.092086, -1.005094], [-0.851319, -3.049529, 2.964090], [-0.252616, -2.849872, 2.246938], [-3.038366, -0.550876, 3.173418], [0.731588, 4.191933, 0.841163], [0.446320, 4.290792, 1.740410], [-0.003531, 3.806103, 0.343494], [-0.359700, 0.726036, 0.697543], [-0.451822, 1.010106, -0.333835], [-1.021818, 0.026052, 0.781700], [2.818384, -2.627896, -0.397686], [2.652576, -2.276403, 0.533772], [-2.755478, -1.159468, 1.072476], [0.491626, 3.358763, -4.118473], [-1.575814, -3.489213, 2.456449], [-0.128277, 2.640769, -3.946316], [-1.831140, -0.470949, -2.209046], [-0.496509, 4.092883, -2.696493], [-1.188868, 0.435320, -2.007239]],
  "forces_ev_per_angstrom": [[-0.81, 0.13, -0.70], [0.77, -0.10, 0.48], [-3.21, -0.75, 1.30], [-1.21, 0.30, 0.15], [0.77, -0.21, 0.00], [0.27, -0.85, -0.24], [0.36, -0.04, -0.83], [0.01, 0.20, 0.08], [-0.45, -0.84, -0.23], [0.08, -1.29, -0.67], [0.22, 0.38, -0.20], [2.00, -0.85, -0.57], [0.00, 0.47, -0.35], [0.85, 1.43, -0.60], [-1.00, 0.15, 0.84], [-0.42, 0.84, 0.35], [0.83, 0.05, -0.41], [2.49, -0.27, -0.30], [0.55, -0.15, 0.01], [-0.81, -0.48, 0.75], [-0.85, 0.46, 0.88], [0.26, 0.68, 0.25], [-0.88, -0.23, 0.28], [-1.00, -0.65, -0.34], [0.16, -0.33, -0.24], [-0.47, 0.02, 0.01], [0.30, 0.01, -0.89], [-0.36, -0.10, 0.51], [0.05, 0.01, 0.26], [-0.65, 0.31, -1.16], [0.22, 0.32, 1.01], [0.05, 0.17, -0.05], [0.12, 0.28, 2.31], [-0.07, -0.39, -1.75], [0.02, 0.08, 0.14], [0.82, -0.14, -0.80], [0.58, 0.63, 0.63], [-0.27, 0.09, -0.03], [1.33, 1.74, 0.60], [1.18, 0.08, -0.09], [-1.83, -1.15, -0.38]],
  "mulliken_charge": [-0.545, 0.284, -0.736, 0.187, 0.293, -0.637, 0.396, 0.274, -0.667, 0.243, 0.424, -0.608, 0.267, 0.424, -0.784, 0.279, 0.010, -0.667, 0.315, 0.445, -0.660, 0.315, 0.259, -0.616, 0.321, 0.333, -0.634, 0.297, 0.331, -0.631, 0.398, 0.273, -0.684, 0.337, 0.239, -0.681, 0.330, 0.350, -0.714, 0.325, 0.315]
}